Entry 1:
{
  "formula": "C47H117N5O14",
  "method": "ωB97M-V/def2-TZVPD",
  "orbital_gap_ev": 8.162,
  "total_energy_ha": -3187.84551,
  "homo_energy_ev": -8.1,
  "elements": ["C", "O", "H", "H", "H", "H", "C", "O", "H", "H", "H", "H", "O", "H", "H", "O", "H", "H", "O", "H", "H", "O", "H", "H", "O", "H", "H", "O", "H", "H", "O", "H", "H", "C", "C", "C", "C", "C", "C", "N", "O", "C", "C", "C", "H", "H", "H", "H", "H", "H", "H", "H", "H", "H", "H", "H", "H", "H", "H", "H", "H", "H", "H", "C", "C", "C", "C", "C", "C", "N", "O", "C", "C", "C", "H", "H", "H", "H", "H", "H", "H", "H", "H", "H", "H", "H", "H", "H", "H", "H", "H", "H", "H", "C", "C", "C", "C", "C", "C", "N", "O", "C", "C", "C", "H", "H", "H", "H", "H", "H", "H", "H", "H", "H", "H", "H", "H", "H", "H", "H", "H", "H", "H", "C", "C", "C", "C", "C", "C", "N", "O", "C", "C", "C", "H", "H", "H", "H", "H", "H", "H", "H", "H", "H", "H", "H", "H", "H", "H", "H", "H", "H", "H", "C", "C", "C", "C", "C", "C", "N", "O", "C", "C", "C", "H", "H", "H", "H", "H", "H", "H", "H", "H", "H", "H", "H", "H", "H", "H", "H", "H", "H", "H"],
  "coordinates": [[5.473, -1.852, -2.022], [5.159, -3.122, -2.593], [6.495, -1.560, -2.302], [4.751, -1.102, -2.348], [5.524, -1.880, -0.934], [5.322, -3.095, -3.538], [-0.776, -4.324, 5.905], [-0.589, -3.169, 5.091], [0.093, -4.478, 6.544], [-1.705, -4.196, 6.452], [-0.930, -5.210, 5.278], [-0.095, -3.372, 4.288], [-1.809, -6.394, 1.530], [-1.117, -6.192, 2.176], [-2.620, -6.419, 2.049], [1.836, -6.712, -0.660], [1.290, -7.245, -1.250], [2.607, -6.464, -1.179], [5.040, -7.408, 0.005], [4.916, -7.300, -0.943], [5.388, -6.560, 0.302], [-2.795, -3.936, 3.336], [-2.501, -3.684, 2.454], [-2.055, -3.688, 3.919], [0.560, -6.979, 3.755], [1.488, -7.087, 3.510], [0.538, -7.149, 4.703], [4.228, -5.782, 4.824], [4.937, -6.433, 4.785], [4.662, -4.939, 4.658], [-1.286, -7.523, -1.021], [-1.429, -7.072, -0.165], [-1.015, -8.413, -0.775], [-1.214, 2.625, 6.066], [-0.615, 1.847, 4.879], [-0.407, 2.864, 3.745], [0.780, 3.791, 4.048], [2.041, 3.020, 4.434], [1.873, 1.922, 5.495], [0.662, 1.206, 5.116], [0.509, -0.035, 5.771], [3.042, 0.960, 5.357], [1.840, 2.569, 6.887], [-1.621, 0.843, 4.401], [-0.613, 3.485, 6.356], [-1.307, 1.987, 6.948], [-2.185, 3.059, 5.813], [-0.186, 2.342, 2.810], [-1.242, 3.565, 3.682], [0.579, 4.431, 4.921], [0.995, 4.554, 3.296], [2.800, 3.740, 4.766], [2.500, 2.576, 3.538], [3.986, 1.509, 5.439], [3.030, 0.251, 6.186], [3.076, 0.444, 4.397], [2.811, 2.540, 7.389], [1.645, 3.636, 6.771], [1.095, 2.101, 7.524], [-1.214, 0.146, 3.668], [-2.522, 1.337, 4.036], [-1.940, 0.219, 5.240], [0.853, -0.682, 5.145], [1.472, -0.056, -7.061], [0.433, -0.255, -5.967], [-0.128, 1.146, -5.697], [-1.345, 1.132, -4.795], [-2.437, 0.291, -5.474], [-2.006, -1.137, -5.821], [-0.679, -1.070, -6.409], [-0.255, -2.291, -7.013], [-2.051, -1.989, -4.560], [-2.983, -1.592, -6.903], [1.112, -0.823, -4.726], [2.137, 0.745, -6.715], [1.028, 0.324, -7.978], [2.122, -0.921, -7.190], [0.653, 1.703, -5.179], [-0.364, 1.590, -6.663], [-1.740, 2.153, -4.768], [-1.193, 0.739, -3.787], [-2.580, 0.785, -6.441], [-3.342, 0.306, -4.868], [-1.758, -1.424, -3.671], [-3.079, -2.295, -4.342], [-1.421, -2.877, -4.632], [-2.823, -2.666, -7.073], [-4.018, -1.480, -6.583], [-2.769, -1.129, -7.862], [0.427, -0.990, -3.897], [1.834, -0.103, -4.329], [1.657, -1.730, -4.997], [-0.028, -2.908, -6.293], [1.794, 6.269, -2.904], [2.938, 5.682, -2.015], [2.827, 6.467, -0.700], [1.901, 5.849, 0.362], [2.077, 4.364, 0.416], [1.859, 3.632, -0.904], [2.810, 4.255, -1.798], [3.022, 3.516, -2.980], [2.170, 2.192, -0.593], [0.418, 3.796, -1.383], [4.269, 5.948, -2.697], [0.917, 6.517, -2.315], [1.560, 5.594, -3.734], [2.175, 7.179, -3.372], [3.846, 6.534, -0.295], [2.510, 7.494, -0.881], [0.871, 6.151, 0.146], [2.158, 6.311, 1.318], [1.430, 3.912, 1.170], [3.131, 4.179, 0.643], [2.114, 1.557, -1.476], [3.228, 2.101, -0.323], [1.538, 1.847, 0.221], [-0.005, 4.795, -1.349], [0.191, 3.340, -2.357], [-0.230, 3.159, -0.758], [5.040, 5.423, -2.123], [4.526, 7.006, -2.609], [4.314, 5.618, -3.729], [2.258, 3.735, -3.543], [-1.185, -2.190, 0.832], [0.243, -2.605, 0.487], [1.039, -1.368, 0.107], [2.550, -1.499, 0.236], [2.911, -1.869, 1.655], [2.260, -3.202, 2.093], [0.845, -3.191, 1.712], [0.216, -4.443, 2.039], [3.059, -4.308, 1.444], [2.321, -3.275, 3.599], [0.250, -3.614, -0.682], [-1.975, -2.914, 0.599], [-1.465, -1.390, 0.129], [-1.295, -1.864, 1.864], [0.906, -1.125, -0.954], [0.623, -0.518, 0.660], [2.930, -0.532, -0.121], [2.946, -2.164, -0.541], [2.565, -1.098, 2.350], [3.994, -2.012, 1.719], [2.676, -5.327, 1.601], [3.063, -4.330, 0.343], [4.127, -4.321, 1.676], [1.968, -2.358, 4.077], [1.672, -4.051, 4.002], [3.353, -3.439, 3.908], [1.114, -4.282, -0.654], [0.247, -3.134, -1.659], [-0.629, -4.263, -0.665], [0.685, -5.066, 1.452], [-5.019, 3.541, -2.806], [-4.515, 3.325, -1.376], [-5.500, 3.872, -0.354], [-6.760, 3.007, -0.153], [-6.314, 1.643, 0.317], [-5.410, 0.995, -0.712], [-4.327, 1.907, -1.074], [-3.471, 1.280, -2.030], [-4.817, -0.277, -0.142], [-6.248, 0.563, -1.917], [-3.198, 4.060, -1.203], [-4.277, 3.115, -3.483], [-5.192, 4.592, -3.031], [-5.960, 3.015, -2.964], [-5.025, 3.922, 0.632], [-5.860, 4.867, -0.631], [-7.367, 2.958, -1.060], [-7.366, 3.561, 0.568], [-7.176, 1.009, 0.559], [-5.821, 1.710, 1.295], [-4.337, -0.126, 0.836], [-5.587, -1.032, 0.024], [-4.021, -0.729, -0.732], [-5.603, 0.201, -2.719], [-6.924, -0.247, -1.635], [-6.890, 1.335, -2.342], [-3.331, 5.129, -0.994], [-2.565, 3.922, -2.079], [-2.624, 3.807, -0.303], [-2.682, 1.116, -1.501]],
  "forces_ev_per_angstrom": [[0.733, 0.085, -0.578], [-0.106, -0.134, 0.703], [-0.250, 0.183, -0.218], [0.077, 0.158, 0.132], [-0.514, -0.471, -0.001], [0.029, 0.167, -0.003], [0.058, -0.284, -0.768], [-0.304, 0.322, -0.129], [-0.146, -0.033, 0.249], [0.181, 0.188, 0.335], [0.160, 0.003, 0.049], [0.091, -0.256, 0.122], [0.031, -0.129, 0.103], [-0.121, 0.007, -0.011], [0.026, 0.106, -0.051], [0.040, -0.015, -0.012], [-0.229, 0.172, 0.089], [-0.010, -0.046, 0.057], [0.024, 0.124, -0.017], [0.083, -0.054, 0.034], [-0.017, -0.047, -0.029], [0.085, -0.076, 0.168], [0.073, -0.102, 0.042], [-0.332, 0.148, -0.190], [0.047, -0.043, -0.008], [-0.056, 0.064, 0.032], [0.019, 0.009, -0.053], [0.081, -0.123, -0.039], [-0.055, 0.032, 0.022], [-0.033, -0.032, 0.028], [0.234, 0.084, 0.134], [-0.046, -0.156, -0.178], [-0.126, -0.004, 0.034], [0.082, 0.030, 0.443], [-0.211, 1.440, -0.211], [1.226, 1.084, 0.239], [0.454, 0.108, 1.261], [0.732, 0.263, -1.009], [-0.313, 0.378, -0.512], [0.152, -0.701, -1.088], [0.105, 0.242, 0.740], [0.571, 0.043, 0.594], [0.338, 0.232, 0.115], [-0.588, -1.060, 0.648], [0.212, -0.091, -0.001], [-0.156, -0.010, -0.082], [-0.119, -0.365, -0.054], [-0.369, 0.004, -0.072], [-0.462, -0.600, -0.380], [-0.460, -0.202, -0.055], [-0.039, -0.428, -0.422], [-0.057, -0.115, 0.206], [-0.285, -0.160, 0.011], [-0.117, 0.093, 0.029], [0.003, -0.170, -0.185], [-0.299, -0.056, 0.006], [-0.008, -0.289, -0.071], [-0.397, -0.024, 0.235], [0.006, 0.035, 0.124], [0.017, 0.243, -0.261], [0.123, 0.085, -0.253], [-0.001, -0.011, -0.066], [-0.187, -0.056, 0.003], [0.565, 0.290, 0.397], [-0.345, 0.320, 0.385], [0.182, -0.500, 1.039], [-1.058, -0.219, -0.733], [0.949, 0.711, -0.301], [-0.104, 0.755, 0.273], [0.259, -0.096, -1.776], [-0.158, 0.228, 0.716], [-0.554, -0.255, 0.437], [0.445, -1.713, 0.154], [0.466, 0.362, 0.357], [-0.015, -0.065, 0.036], [-0.067, -0.451, -0.188], [-0.302, -0.128, -0.408], [0.218, 0.260, -0.342], [-0.076, 0.244, 0.080], [0.078, -0.047, 0.550], [0.415, 0.324, 0.026], [-0.540, 0.023, 0.089], [-0.166, -0.160, -0.178], [0.256, 0.006, -0.130], [0.093, -0.195, -0.162], [-0.110, -0.081, 0.022], [-0.167, 0.127, -0.023], [-0.026, 0.265, -0.043], [-0.131, 0.404, 0.096], [-0.145, -0.306, -0.144], [0.197, -0.078, -0.191], [-0.093, -0.124, 0.266], [-0.063, 0.159, -0.119], [0.756, -0.258, -0.434], [-1.701, 0.876, -0.704], [0.934, -0.466, 0.769], [0.004, 0.897, -0.585], [0.073, -0.128, 0.331], [-0.737, 1.519, 0.044], [1.645, -1.003, 0.370], [-0.670, 0.356, -0.078], [1.064, -0.469, -0.869], [-1.162, -1.382, 0.237], [0.628, 0.081, 0.815], [-0.210, -0.128, -0.135], [-0.300, 0.068, 0.088], [-0.153, 0.097, 0.077], [-0.147, -0.055, 0.185], [0.095, 0.001, -0.294], [-0.044, -0.199, 0.071], [-0.104, -0.096, 0.069], [0.130, 0.002, 0.107], [-0.099, -0.169, 0.400], [-0.544, -0.132, -0.035], [-0.128, 0.152, 0.346], [-0.049, -0.185, -0.064], [0.235, 0.093, -0.049], [0.528, 0.344, -0.213], [0.095, 0.338, 0.244], [0.004, -0.112, -0.191], [-0.205, 0.043, -0.286], [-0.101, 0.031, -0.084], [0.136, -0.246, -0.139], [-0.757, 0.287, -0.965], [0.402, -1.140, -0.079], [0.178, 0.363, -0.513], [-0.495, 0.688, -0.431], [0.070, -0.242, -0.247], [0.044, 0.743, -0.910], [-0.901, 0.418, 0.847], [0.953, 0.696, -0.685], [0.299, -1.847, -1.239], [-0.033, -0.097, 0.587], [-0.153, -0.449, -0.022], [0.447, -0.452, 0.272], [0.091, 0.247, 0.385], [0.141, 0.228, -0.050], [-0.652, -0.121, 0.091], [0.464, 0.032, 0.194], [0.315, 0.016, 0.653], [-0.165, -0.453, 0.404], [0.218, 0.167, -0.142], [-0.057, 0.238, 0.402], [0.106, 0.202, 0.653], [-0.226, 0.792, 0.108], [-0.150, 0.148, 0.526], [0.128, 0.191, -0.278], [0.419, -0.431, -0.141], [-0.053, -0.058, 0.175], [-0.005, 0.154, -0.008], [0.008, 0.243, -0.013], [0.065, -0.009, 0.148], [-0.448, -0.216, 0.157], [-0.090, -0.268, -0.002], [-0.452, 0.089, -0.074], [-1.042, -0.256, 0.310], [0.442, 0.774, 0.088], [-0.587, 0.093, 0.797], [-0.417, -0.487, -0.764], [0.740, -0.121, 0.997], [-0.039, 0.354, 0.093], [0.747, -0.543, 1.140], [-0.443, -0.217, -0.603], [0.767, 0.530, 0.475], [-0.110, 0.152, -0.169], [0.205, 0.080, 0.015], [0.017, 0.059, -0.055], [0.148, 0.178, -0.134], [0.504, 0.093, -0.096], [0.124, -0.087, -0.044], [-0.121, -0.401, 0.176], [0.065, -0.188, -0.485], [0.339, 0.266, -0.226], [-0.213, 0.316, -0.072], [-0.050, 0.052, -0.125], [-0.273, 0.063, -0.469], [0.012, -0.028, 0.052], [0.112, -0.049, 0.034], [0.151, 0.109, 0.127], [-0.384, 0.048, -0.709], [0.140, 0.118, 0.042], [-0.242, -0.749, -0.164], [0.040, -0.033, -0.189]],
  "lowdin_charge": [-0.161, -0.131, 0.080, 0.074, 0.070, 0.071, -0.126, -0.143, 0.083, 0.088, 0.070, 0.031, -0.051, 0.011, 0.058, -0.055, 0.032, 0.026, -0.053, 0.030, 0.029, -0.059, -0.006, -0.004, -0.044, 0.043, 0.042, -0.058, 0.039, 0.020, -0.080, -0.009, 0.031, -0.028, -0.532, -0.125, -0.184, -0.147, -0.515, -0.101, -0.012, -0.040, -0.018, -0.037, 0.060, 0.090, 0.087, 0.115, 0.121, 0.100, 0.094, 0.123, 0.112, 0.090, 0.086, 0.073, 0.083, 0.072, 0.081, 0.081, 0.091, 0.089, 0.076, -0.033, -0.541, -0.142, -0.179, -0.137, -0.534, -0.105, -0.007, -0.020, -0.034, -0.024, 0.086, 0.091, 0.081, 0.110, 0.126, 0.111, 0.096, 0.122, 0.117, 0.066, 0.091, 0.080, 0.083, 0.086, 0.089, 0.060, 0.084, 0.083, 0.091, -0.024, -0.519, -0.131, -0.175, -0.151, -0.532, -0.116, -0.008, -0.038, -0.022, -0.038, 0.069, 0.076, 0.085, 0.120, 0.119, 0.107, 0.112, 0.104, 0.133, 0.079, 0.097, 0.080, 0.066, 0.084, 0.080, 0.092, 0.088, 0.081, 0.081, -0.024, -0.479, -0.147, -0.175, -0.114, -0.507, -0.067, -0.037, -0.037, -0.015, -0.002, 0.082, 0.080, 0.081, 0.112, 0.114, 0.097, 0.105, 0.113, 0.121, 0.079, 0.075, 0.088, 0.076, 0.075, 0.077, 0.057, 0.077, 0.084, 0.079, -0.014, -0.531, -0.137, -0.176, -0.146, -0.530, -0.079, -0.035, -0.039, -0.032, -0.045, 0.075, 0.090, 0.064, 0.124, 0.123, 0.103, 0.113, 0.128, 0.123, 0.089, 0.090, 0.070, 0.083, 0.087, 0.063, 0.090, 0.071, 0.083, 0.100]
}

=====

Entry 2:
{
  "formula": "BrN5O15Pb3",
  "method": "ωB97M-V/def2-TZVPD",
  "orbital_gap_ev": 5.823,
  "total_energy_ha": -4554.20905,
  "homo_energy_ev": -8.9,
  "elements": ["Pb", "Pb", "Pb", "Br", "N", "O", "O", "O", "N", "O", "O", "O", "N", "O", "O", "O", "N", "O", "O", "O", "N", "O", "O", "O"],
  "coordinates": [[-0.949, 1.500, -1.598], [3.760, 0.318, -0.701], [-0.653, -2.314, 1.765], [2.622, 2.408, -2.082], [-2.750, -0.321, 0.701], [-1.538, -0.446, 0.782], [-3.559, -1.265, 0.935], [-3.003, 0.203, -0.409], [1.090, -0.986, -1.042], [1.216, 0.207, -0.683], [0.181, -1.730, -0.675], [2.214, -1.526, -1.194], [1.836, -0.433, 2.891], [2.492, -0.135, 1.849], [0.617, -0.659, 2.849], [2.485, -0.666, 3.900], [-1.391, -1.508, -3.402], [-0.715, -2.355, -3.910], [-0.936, -0.288, -3.083], [-2.314, -1.879, -2.667], [-0.209, 2.756, 1.576], [0.969, 3.126, 1.877], [-0.382, 2.470, 0.376], [-1.083, 3.524, 1.943]],
  "forces_ev_per_angstrom": [[-0.245, -0.167, 0.401], [-1.342, 0.841, -0.067], [0.138, 1.514, -0.573], [0.669, -0.510, 0.198], [-3.902, -4.765, -8.229], [4.940, -0.208, 4.581], [0.858, 0.908, 3.803], [-1.358, 4.125, -0.031], [3.373, -1.539, 5.080], [-2.550, 1.176, -1.188], [-1.550, 0.218, -1.144], [0.901, -0.883, -2.273], [5.270, -1.075, -0.307], [-1.319, 0.172, -0.218], [-2.920, -0.463, -0.563], [-1.187, 0.549, 0.236], [0.151, -1.236, 5.879], [1.328, 0.706, -2.643], [0.398, -0.097, -1.919], [-1.565, 0.810, -0.880], [2.633, 9.065, -1.086], [0.470, -3.426, 1.313], [-0.211, -4.502, -3.886], [-2.978, -1.213, 3.515]],
  "nbo_charge": [1.631, 1.457, 1.646, -0.600, 0.698, -0.585, -0.423, -0.442, 0.743, -0.507, -0.485, -0.521, 0.737, -0.561, -0.637, -0.377, 0.718, -0.388, -0.767, -0.459, 0.681, -0.454, -0.700, -0.407]
}

=====

Entry 3:
{
  "formula": "C7H13N2O3S",
  "method": "ωB97M-V/def2-TZVPD",
  "orbital_gap_ev": 9.757,
  "total_energy_ha": -1007.55400,
  "smiles": "CC1=CS(=O)(=O)N=C([N+](C)(C)C)O1",
  "e_above_lowest_kj_mol": 551.85,
  "charge": 1,
  "homo_energy_ev": -13.8,
  "elements": ["C", "C", "C", "S", "O", "O", "N", "C", "N", "C", "C", "C", "O", "H", "H", "H", "H", "H", "H", "H", "H", "H", "H", "H", "H", "H"],
  "coordinates": [[0.126, -2.486, -2.085], [-0.184, -1.086, -1.844], [-0.751, -0.169, -2.611], [-1.128, 1.413, -2.007], [-2.549, 1.578, -2.086], [-0.205, 2.323, -2.610], [-0.770, 1.365, -0.395], [-0.229, 0.243, 0.133], [0.263, 0.390, 1.528], [-0.923, 0.912, 2.282], [1.226, 1.483, 1.354], [0.898, -0.864, 1.921], [0.125, -0.818, -0.513], [-0.491, -2.880, -2.856], [-0.063, -3.117, -1.328], [1.199, -2.648, -2.286], [-0.981, -0.179, -3.659], [-0.566, 0.704, 3.192], [-1.153, 1.764, 1.743], [-1.625, 0.094, 2.116], [1.691, 1.797, 2.320], [2.013, 1.208, 0.672], [0.698, 2.428, 0.846], [1.366, -0.727, 2.989], [0.209, -1.671, 1.967], [1.807, -1.058, 1.218]],
  "forces_ev_per_angstrom": [[1.726, 0.828, -2.810], [-0.798, 0.246, -0.142], [0.316, 0.474, 0.657], [-0.755, 0.393, -0.389], [0.707, 0.100, -0.093], [-0.312, -0.025, 0.314], [1.601, -4.315, 2.274], [-1.834, 5.147, -3.779], [-0.237, 0.136, -3.446], [-0.066, -4.023, -2.366], [0.769, 3.809, 0.245], [3.794, 0.148, 2.120], [0.322, -0.583, 1.516], [-0.138, -0.099, -1.175], [-0.883, -1.710, 3.332], [-0.376, 0.205, -0.354], [-0.027, -0.765, -0.292], [0.588, 1.149, 4.348], [-0.888, 2.144, 0.278], [-0.773, 0.478, 0.023], [-0.572, -0.505, -0.596], [0.269, -0.393, -0.195], [1.096, -2.278, 1.479], [-1.014, -0.131, -1.967], [-0.601, -0.621, -0.228], [-1.916, 0.189, 1.245]],
  "nbo_charge": [-0.674, 0.353, -0.550, 2.299, -0.878, -0.881, -0.765, 0.752, -0.247, -0.368, -0.451, -0.437, -0.465, 0.258, 0.243, 0.253, 0.293, 0.228, 0.273, 0.219, 0.252, 0.238, 0.291, 0.255, 0.247, 0.263]
}